1.
Below is a cluster of 3 separate species, C18H40F3IO3P in total at a distorted geometry, with properties calculated with the ωB97M-V functional and the def2-TZVPD basis.

charge: -1
frontier orbital gap: 7.17 eV

Geometry (Å):
O -1.0704 3.0005 -0.5940
C -1.5824 3.1658 -1.6837
O -2.0033 2.2063 -2.5175
C -2.4805 0.9616 -1.9470
C -3.9393 0.7469 -2.3066
P -5.2244 2.0148 -1.6549
I -4.7701 1.1913 0.8730
C -6.6073 0.6574 -1.7718
C -7.9099 1.0653 -1.1042
O -8.6583 -0.0325 -0.5635
C -8.8773 1.7403 -2.0596
F -8.3501 2.8601 -2.6039
F -10.0233 2.1118 -1.4530
F -9.2345 0.9471 -3.0942
H -1.7100 4.1663 -2.1267
H -1.8602 0.1674 -2.3835
H -2.3216 0.9538 -0.8661
H -4.2042 -0.2653 -1.9710
H -4.0292 0.7555 -3.4041
H -6.1550 2.9336 -1.0416
H -4.1824 2.9978 -1.4654
H -5.5269 2.5170 -2.9747
H -6.2333 -0.2180 -1.2280
H -6.7591 0.3870 -2.8248
H -7.6976 1.7891 -0.3002
H -8.0445 -0.4993 0.0156
C 4.9145 0.2466 0.4283
C 4.7860 0.6463 -1.0381
C 4.7090 2.1568 -1.2525
C 3.5117 2.8319 -0.5797
C 2.1479 2.2724 -0.9812
C 1.8333 2.4165 -2.4673
H 4.0467 0.5654 1.0075
H 4.9950 -0.8371 0.5315
H 5.8033 0.6943 0.8793
H 3.9027 0.1665 -1.4674
H 5.6436 0.2559 -1.5936
H 4.6877 2.3601 -2.3269
H 5.6297 2.6164 -0.8762
H 3.5405 3.9011 -0.8142
H 3.6156 2.7621 0.5068
H 1.3738 2.7840 -0.4094
H 2.0793 1.2180 -0.6975
H 1.8601 3.4650 -2.7744
H 0.8367 2.0296 -2.6802
H 2.5400 1.8646 -3.0916
C 4.5779 -5.1390 4.6179
C 4.4833 -4.7528 3.1449
C 4.4344 -3.2438 2.9126
C 3.2338 -2.5296 3.5348
C 1.8719 -3.0445 3.0720
C 1.6423 -2.8882 1.5715
H 3.7029 -4.8064 5.1779
H 4.6503 -6.2212 4.7362
H 5.4607 -4.6919 5.0805
H 3.6051 -5.2278 2.6993
H 5.3486 -5.1577 2.6133
H 4.4531 -3.0492 1.8369
H 5.3500 -2.7965 3.3137
H 3.3057 -1.4641 3.2955
H 3.2913 -2.5964 4.6250
H 1.0943 -2.4969 3.6095
H 1.7520 -4.0948 3.3543
H 1.7345 -1.8424 1.2716
H 0.6446 -3.2263 1.2908
H 2.3611 -3.4684 0.9899



2.
Below is an isolated molecule of C3H9ClNPS at a distorted geometry, with properties calculated with the ωB97M-V functional and the def2-TZVPD basis.

frontier orbital gap: 9.34 eV
SMILES: CN(CS)P(C)Cl

Geometry (Å):
C 0.9321 1.3323 0.1647
N -0.0540 0.3438 0.2504
C -0.4121 0.0774 1.6223
S 1.1129 -0.6693 2.4155
P 0.3242 -1.1343 -0.6462
C -0.4667 -0.4268 -2.2398
Cl -1.3083 -2.0609 -0.0978
H 0.9729 1.7365 -0.8962
H 0.5867 2.1639 0.8470
H 1.8269 0.9299 0.6068
H -1.0443 -0.7637 1.6474
H -0.8661 0.9105 2.0221
H 0.5214 -1.7088 1.7696
H -0.7463 -1.1199 -3.1350
H -1.3599 -0.0631 -1.6844
H -0.0196 0.4525 -2.6463



3.
Below is a cluster of 13 separate species, C17H49ClF9N25O12PS in total at a distorted geometry, with properties calculated with the ωB97M-V functional and the def2-TZVPD basis.

charge: +1
frontier orbital gap: 5.05 eV

Geometry (Å):
F 0.6450 -3.5919 2.4018
C 1.8018 -2.7190 2.0818
F 2.7825 -3.5114 1.2831
F 2.5521 -2.2607 3.3012
C 1.3741 -1.4026 1.1621
F 2.6211 -0.7174 0.6591
F 0.6026 -1.9172 0.0045
C 0.5822 -0.2849 2.0659
F 1.5704 0.7975 2.4280
F -0.0598 -0.8747 3.2884
C -0.6623 0.4683 1.2407
F -0.1144 0.9337 -0.0638
F -1.0355 1.6398 2.1093
P -2.2222 -0.6256 1.1102
Cl -3.5033 -0.1685 -0.5285
N -3.2454 -0.6318 2.5969
C -3.9564 -1.8323 2.4723
S -4.7524 -3.3516 2.2151
H -1.7845 -1.9935 0.9261
C -0.2468 4.2909 -2.9209
O -0.4697 5.3424 -3.5001
N 0.8908 3.5935 -3.0917
N -1.1187 3.7357 -2.0601
H 1.0924 2.7260 -2.6238
H 1.5742 3.9767 -3.7316
H -1.9880 4.2287 -1.9029
H -0.9530 2.8707 -1.5738
C -1.2401 -7.0516 3.0619
O -2.3916 -7.0974 3.4652
N -0.8027 -7.7889 2.0252
N -0.3055 -6.2598 3.6181
H 0.1415 -7.7649 1.6787
H -1.4746 -8.3987 1.5779
H -0.5933 -5.6881 4.4016
H 0.6475 -6.2084 3.3000
C 4.4599 2.1713 -3.1523
O 3.3084 2.1255 -2.7491
N 4.8973 1.4340 -4.1891
N 5.3945 2.9631 -2.5962
H 5.8415 1.4580 -4.5356
H 4.2254 0.8242 -4.6364
H 5.1067 3.5348 -1.8127
H 6.3475 3.0144 -2.9143
C 0.9130 -3.4274 6.3785
O -0.1130 -3.8596 5.8775
N 1.9830 -3.0657 5.6477
N 1.0655 -3.2739 7.7062
H 2.8365 -2.7077 6.0421
H 1.9099 -3.1654 4.6437
H 0.2835 -3.5345 8.2928
H 1.9026 -2.9196 8.1374
C -6.2543 1.2273 3.5877
O -6.4951 0.2576 2.8861
N -7.1326 2.2300 3.7688
N -5.0892 1.3801 4.2425
H -6.9526 3.0366 4.3425
H -8.0224 2.1543 3.2934
H -4.4000 0.6476 4.1331
H -4.8726 2.1714 4.8247
C 7.2040 6.3123 -4.2445
O 8.2106 5.7043 -3.9161
N 5.9697 5.7889 -4.1339
N 7.2389 7.5600 -4.7461
H 5.1290 6.2739 -4.3988
H 5.8988 4.8514 -3.7605
H 8.1488 7.9909 -4.8459
H 6.4210 8.0766 -5.0221
C -4.1535 -9.9783 0.4747
O -3.0467 -10.1763 -0.0010
N -5.2902 -10.2199 -0.2029
N -4.3356 -9.5007 1.7191
H -6.2107 -10.0633 0.1718
H -5.1978 -10.5803 -1.1436
H -3.5056 -9.3053 2.2634
H -5.2390 -9.3311 2.1281
C -4.4814 4.9017 2.8164
O -4.8568 4.2124 3.7515
N -3.3768 4.6195 2.1024
N -5.1388 6.0050 2.4161
H -3.0517 5.1750 1.3291
H -2.8525 3.7971 2.3709
H -5.9760 6.2530 2.9270
H -4.8452 6.5851 1.6484
C -8.7050 6.0270 0.1669
O -9.1360 6.3135 1.2727
N -7.3924 5.8737 -0.0847
N -9.5040 5.8390 -0.8989
H -7.0184 5.6379 -0.9885
H -6.7563 6.0064 0.6906
H -10.4994 5.9450 -0.7527
H -9.1677 5.6027 -1.8172
C 5.4422 6.8463 -8.0973
O 5.3042 7.6766 -7.2128
N 6.0548 5.6655 -7.8971
N 4.9940 7.0378 -9.3511
H 6.1779 4.9691 -8.6127
H 6.4071 5.4814 -6.9669
H 4.5267 7.9140 -9.5443
H 5.0982 6.3660 -10.0926
C 6.6595 -3.8707 0.4102
O 6.5624 -4.9119 1.0403
N 7.8240 -3.4396 -0.1072
N 5.6107 -3.0612 0.1768
H 7.9238 -2.5852 -0.6288
H 8.6386 -4.0197 0.0457
H 4.7151 -3.3489 0.5491
H 5.6710 -2.2000 -0.3397
C 0.1998 -5.1102 -1.6405
O 0.4338 -4.2324 -2.4563
N -0.7788 -6.0177 -1.8093
N 0.8994 -5.2484 -0.4999
H -0.9866 -6.7478 -1.1490
H -1.3295 -5.9492 -2.6550
H 1.6453 -4.5854 -0.3339
H 0.7216 -5.9647 0.1838



no.,calculated total energy (hartree),HOMO (eV),LUMO (eV)
1,-1874.2374,-4.77,2.40
2,-1374.1439,-8.54,0.80
3,-5047.4416,-10.98,-5.94